{"formula": "C6H13N3", "method": "wB97M-V/def2-TZVPD", "molar_mass_g_mol": 127.19, "spin_multiplicity": 1, "relative_energy_kj_mol": 502.6, "gap_ev": 8.154, "elements": ["C", "H", "H", "H", "N", "C", "H", "H", "C", "H", "H", "C", "H", "H", "H", "H", "C", "N", "N", "C", "H", "H"], "coordinates": [[-0.3154, 0.0634, -1.5827], [-0.8927, 1.2177, -3.2422], [0.4550, -1.8301, -2.1952], [1.5171, -1.1098, 1.4642], [0.6407, 0.0640, -0.0211], [-0.6149, 1.1960, -2.1922], [-1.1994, -1.8887, -1.5732], [-0.8670, -1.2452, -3.1875], [-0.4956, -1.2947, -2.1589], [-1.1364, -0.5967, 2.0045], [-0.5866, 2.1671, -1.7180], [-0.1061, 0.8661, 0.7706], [1.7804, -1.6636, -0.1982], [-0.2823, 1.8539, 0.3398], [-1.5425, 1.0882, 2.3324], [-2.1682, 0.3140, 0.8720], [-1.3118, 0.3726, 1.5445], [2.1308, 0.8872, 2.3230], [1.0762, 1.4459, 2.1387], [1.0497, -1.2245, 0.4812], [2.6453, 1.2459, 3.1676], [0.2233, -1.9286, 0.6309]], "atomic_forces_ev_per_a": [[2.237, -0.517, 2.025], [-0.373, -0.323, 0.214], [-0.041, -0.077, 0.104], [0.014, 0.243, -0.387], [-1.603, -0.188, -4.801], [0.090, 0.280, 0.452], [0.043, 0.006, 0.053], [-0.053, 0.171, 0.181], [0.406, -0.187, -0.051], [-0.017, -0.089, -0.008], [0.399, 0.011, 0.063], [1.527, 1.514, 3.354], [-0.047, 0.004, 0.077], [0.098, -0.209, 0.034], [-0.063, 0.019, 0.026], [-0.044, -0.076, -0.037], [0.439, 0.216, 0.121], [0.085, -0.909, -0.665], [-1.881, 0.552, -0.070], [-0.537, -0.617, 0.033], [-0.602, 0.342, -0.536], [-0.078, -0.167, -0.180]], "mulliken_charge": [0.92, 0.29, 0.28, 0.34, -0.06, -0.99, 0.26, 0.40, -1.19, 0.30, 0.23, 0.27, 0.33, 0.19, 0.45, 0.27, -1.21, -0.36, -0.21, -1.08, 0.22, 0.36]}

{"formula": "C3H14O4", "method": "wB97M-V/def2-TZVPD", "molar_mass_g_mol": 114.14, "spin_multiplicity": 1, "relative_energy_kj_mol": 1057.4, "gap_ev": 4.114, "elements": ["H", "H", "C", "O", "H", "C", "O", "H", "H", "H", "C", "H", "H", "H", "H", "O", "O", "H", "H", "H", "H"], "coordinates": [[2.8631, -0.2470, -0.6029], [0.6835, 0.2400, 2.9299], [-1.8638, 0.4111, -1.2299], [0.6302, 1.7918, -1.1736], [-2.7469, 0.7997, -0.7561], [-1.2317, -1.3608, 0.5036], [2.0812, -0.1530, -1.1791], [-0.8086, -2.3615, 0.4242], [1.0662, 2.5814, -1.5497], [-2.3096, -1.5619, 0.5976], [-1.0378, -0.5110, -0.6612], [-0.2929, 1.9376, 0.6207], [-0.8818, -0.8913, 1.4924], [-1.6027, 0.7953, -2.1970], [1.6673, -1.6033, 0.0268], [0.4145, 0.2565, 1.9813], [1.3914, -2.0351, 0.8114], [1.0688, -1.2808, 1.3365], [-0.0689, -0.5215, -1.1611], [1.4298, 1.1506, -1.2205], [-0.4513, 2.5633, 1.0066]], "atomic_forces_ev_per_a": [[-0.270, 0.296, -0.358], [-0.317, -0.073, -0.601], [-0.034, 0.021, 0.425], [0.943, 0.874, -0.932], [-0.287, 0.063, 0.226], [-2.525, -0.766, -1.708], [0.500, -0.159, 0.263], [0.805, 0.503, 0.150], [-0.827, 0.042, 0.214], [-0.078, 0.549, 0.580], [1.521, -0.247, 0.336], [-0.145, 0.741, 0.451], [0.972, 0.967, 0.404], [0.035, 0.119, -0.320], [0.544, 0.691, -1.643], [-0.598, -0.727, 0.393], [-0.169, -0.967, 1.561], [0.355, -0.095, -0.004], [0.148, -0.453, 0.232], [-0.388, -1.238, 0.305], [-0.189, -0.141, 0.026]], "mulliken_charge": [0.25, 0.21, -0.59, -0.50, 0.29, -1.17, -0.84, 0.41, 0.27, 0.41, 0.47, -0.16, 0.31, 0.27, 0.37, -0.52, -0.70, 0.42, 0.32, 0.36, 0.10]}

{"formula": "C18H31BCuN6O3P", "method": "wB97M-V/def2-TZVPD", "molar_mass_g_mol": 484.82, "spin_multiplicity": 1, "gap_ev": 8.929, "elements": ["H", "H", "C", "H", "H", "H", "N", "H", "B", "C", "C", "C", "H", "H", "N", "H", "N", "N", "H", "O", "Cu", "H", "C", "C", "N", "N", "H", "C", "H", "C", "H", "C", "H", "H", "O", "C", "H", "C", "C", "H", "C", "H", "H", "H", "C", "H", "O", "H", "C", "C", "H", "H", "H", "P", "H", "H", "H", "H", "C", "H", "C"], "coordinates": [[1.4506, -3.0906, -1.1879], [-0.9114, -2.4346, -2.3946], [0.2012, 0.4512, -3.9525], [-3.8601, 0.2020, 2.6275], [-3.2176, -4.4751, 2.1875], [1.5884, -4.6419, -0.3139], [-1.5254, 0.8453, 0.5278], [2.9048, -1.7294, 1.6717], [0.3161, 2.1392, -0.6430], [0.9623, -4.0469, -0.9780], [2.7280, 3.8642, 0.4252], [0.4593, 1.5674, -3.1862], [-2.6127, 5.0273, 0.2267], [-2.7122, -4.8278, 0.5154], [1.4785, 0.4562, 0.8185], [-0.1998, -2.6857, 3.5482], [-0.0240, -0.0969, -1.7938], [1.4502, 1.7224, 0.3211], [-0.8601, 4.8526, 0.3651], [-1.8867, -3.1462, 1.4036], [-0.1609, -0.7049, 0.2195], [1.5413, -3.0382, 3.5244], [-0.5363, -1.9672, -3.3036], [-2.7302, 1.0691, 1.0291], [-1.0544, 2.0449, 0.0766], [0.3197, 1.2199, -1.8920], [3.6221, 4.2186, 0.9357], [-3.0585, 2.4291, 0.9048], [3.8329, -0.7819, 2.8440], [-2.3803, -4.4924, 1.4955], [0.2885, -2.5693, -3.6906], [2.5427, 0.3844, 1.6060], [0.0580, 3.6737, -3.3630], [-1.6500, 4.5498, -1.1757], [-0.3265, -3.8381, -0.3899], [2.8689, -0.8696, 2.3438], [-1.6076, -5.1650, 1.8663], [3.2191, 1.6113, 1.6218], [-1.9692, 3.0104, 0.2923], [0.2150, 0.3841, -5.0283], [0.5581, -3.4202, 3.2674], [-1.3323, -1.9855, -4.0496], [0.9677, 2.9614, -4.6998], [2.8745, 3.9876, -0.6485], [0.8304, 2.9476, -3.6196], [2.1133, -1.0674, 3.1037], [0.5090, -3.7306, 1.8708], [4.1160, 1.8631, 2.1644], [2.4870, 2.4366, 0.7907], [-1.7566, 4.4367, -0.0960], [-2.9758, -0.9649, 1.6339], [-3.9658, 2.9198, 1.2186], [1.7579, 3.2789, -3.1518], [-0.4043, -2.8366, 0.8832], [0.4989, 3.2733, -0.9933], [0.8016, -4.5781, -1.9117], [0.3723, -4.3387, 3.8204], [-4.4487, -0.2073, 1.0189], [-3.5465, -0.0381, 1.6100], [1.8925, 4.5026, 0.7150], [-0.1129, -0.5615, -3.0317]], "atomic_forces_ev_per_a": [[-0.006, 0.000, 0.004], [0.021, 0.015, 0.013], [-0.078, -0.061, -0.017], [-0.001, 0.009, -0.012], [-0.017, 0.016, 0.006], [-0.001, -0.002, -0.007], [0.120, 0.352, 0.013], [-0.026, 0.018, 0.004], [0.039, 0.109, -0.020], [-0.046, 0.072, -0.028], [0.039, 0.009, 0.022], [0.047, 0.095, 0.107], [0.008, 0.007, -0.010], [-0.002, -0.009, -0.005], [0.093, 0.377, -0.077], [0.016, 0.021, -0.032], [0.062, 0.267, -0.060], [-0.150, -0.188, -0.037], [-0.005, -0.023, 0.013], [-0.155, -0.107, -0.059], [0.042, -0.501, 0.374], [0.047, -0.031, -0.007], [0.013, -0.009, -0.035], [-0.045, -0.111, 0.047], [0.031, -0.228, -0.098], [-0.113, -0.096, 0.130], [-0.004, 0.014, -0.009], [-0.059, -0.044, 0.032], [-0.002, -0.003, -0.021], [0.038, 0.056, 0.012], [0.008, 0.011, 0.000], [0.012, -0.111, -0.010], [-0.009, -0.021, 0.003], [-0.008, -0.023, 0.001], [0.089, -0.081, 0.185], [0.057, -0.011, 0.027], [0.002, -0.012, 0.003], [0.025, -0.054, 0.053], [0.121, 0.036, -0.044], [0.006, -0.006, 0.027], [-0.072, -0.019, -0.021], [0.015, 0.000, -0.002], [-0.003, 0.008, 0.002], [0.002, -0.023, 0.002], [0.002, -0.015, -0.066], [0.002, 0.035, 0.017], [0.302, 0.002, 0.356], [-0.027, -0.012, -0.015], [-0.061, 0.062, -0.069], [-0.043, 0.024, 0.015], [0.007, 0.024, -0.027], [0.028, -0.016, -0.009], [0.000, -0.018, 0.001], [-0.315, 0.488, -0.776], [-0.026, -0.115, 0.046], [-0.002, -0.011, -0.014], [-0.020, -0.033, 0.000], [0.007, 0.003, 0.002], [-0.003, 0.017, 0.031], [-0.003, -0.025, 0.013], [-0.001, -0.129, 0.021]], "mulliken_charge": [0.27, 0.14, -1.39, 0.31, 0.25, 0.29, -0.85, 0.29, -0.54, -0.72, -1.27, 1.04, 0.34, 0.27, -0.74, 0.40, -0.69, 1.15, 0.21, -0.33, -0.75, 0.25, -1.19, 0.86, 1.14, 0.97, 0.34, -1.49, 0.35, -0.80, 0.24, 0.80, 0.22, 0.22, -0.48, -1.19, 0.29, -1.37, 1.09, 0.45, -0.83, 0.37, 0.34, 0.22, -1.30, 0.10, -0.44, 0.45, 0.98, -1.27, 0.03, 0.45, 0.23, 1.66, -0.11, 0.26, 0.28, 0.28, -1.04, 0.21, 0.74]}